# 1
Density functional theory data (ωB97M-V with the def2-TZVPD basis set) for 6 unconnected molecules or ions with the total composition H12O6.

Calculated values
**E_HOMO**: -8.96 eV
**SMILES string**: O.O.O.O.O.O
**ΔE to the lowest compared entry with this formula, charge and spin**: 4.7123 eV
**LUMO**: -0.0081 hartree
**Kohn-Sham gap**: 8.74 eV

The geometry in ORCA input format:
```
! wB97M-V def2-TZVPD RIJCOSX def2/J DEFGRID3
* xyz 0 1
O -0.3758 -0.7702 2.4180
H 0.0499 -1.2671 1.7103
H -0.3665 0.1408 2.1034
O -0.1787 -1.4208 -0.0082
H 0.6416 -1.8753 -0.2309
H -0.8165 -1.7628 -0.6447
O 3.1253 -1.0838 -0.2191
H 3.6739 -1.8739 -0.1575
H 2.9697 -0.9795 -1.1646
O 2.2135 3.1958 -0.0374
H 2.7676 3.5669 0.6585
H 1.5335 2.7071 0.4399
O -4.8302 0.8113 -0.2255
H -4.5153 0.7297 -1.1328
H -4.0526 1.0951 0.2681
O -0.2669 -0.6569 -1.7104
H 0.1873 0.1884 -1.6204
H 0.4298 -1.2712 -1.9678
*
```

Results of the natural (NBO) charge analysis, in e, for atoms 1 through 2: -0.96 0.49

=====

# 2
Density functional theory data (ωB97M-V with the def2-TZVPD basis set) for 6 unconnected molecules or ions with the total composition H12O6.

Calculated values
**E_HOMO**: -10.69 eV
**SMILES string**: O.O.O.O.O.O
**ΔE to the lowest compared entry with this formula, charge and spin**: 1.3170 eV
**LUMO**: 0.0140 hartree
**Kohn-Sham gap**: 11.07 eV

The geometry in ORCA input format:
```
! wB97M-V def2-TZVPD RIJCOSX def2/J DEFGRID3
* xyz 0 1
O -0.0958 11.5049 -0.2559
H 0.4287 12.3045 -0.2979
H -0.9750 11.7808 -0.5151
O 4.2027 11.5821 1.0094
H 4.5608 12.0153 1.7842
H 3.9451 10.7133 1.3176
O 0.9706 15.3755 -1.3517
H 0.7441 14.8542 -2.1219
H 0.3420 15.1022 -0.6836
O 1.3209 11.8897 2.4865
H 1.3089 12.6358 3.0860
H 1.4026 12.2816 1.6171
O 2.1869 13.4085 0.1551
H 2.0838 14.0903 -0.5088
H 3.1316 13.3547 0.2991
O 3.5451 11.4006 -1.6491
H 3.9125 11.3941 -0.7652
H 3.5949 10.4889 -1.9364
*
```

Results of the natural (NBO) charge analysis, in e, for atoms 1 through 2: -0.94 0.47

=====

# 3
Density functional theory data (ωB97M-V with the def2-TZVPD basis set) for 6 unconnected molecules or ions with the total composition H12O6.

Calculated values
**E_HOMO**: -10.65 eV
**SMILES string**: O.O.O.O.O.O
**ΔE to the lowest compared entry with this formula, charge and spin**: 1.2633 eV
**LUMO**: 0.0009 hartree
**Kohn-Sham gap**: 10.67 eV

The geometry in ORCA input format:
```
! wB97M-V def2-TZVPD RIJCOSX def2/J DEFGRID3
* xyz 0 1
O -1.0921 -1.1742 -1.0166
H -1.6291 -1.0419 -1.7979
H -0.2520 -1.4864 -1.3529
O 0.5323 0.7045 1.2298
H -0.0731 0.5946 1.9630
H -0.0200 0.6393 0.4507
O 1.9923 -0.9678 -2.0456
H 2.0182 -0.1577 -1.5363
H 2.6210 -1.5444 -1.6114
O 3.1691 0.6857 1.4973
H 2.2215 0.6596 1.3644
H 3.4850 -0.1427 1.1364
O -1.7572 1.8837 -0.1811
H -2.6671 1.5962 -0.1050
H -1.6319 2.0384 -1.1174
O -2.2268 -1.0376 1.3064
H -1.7685 -0.8695 0.4830
H -2.9215 -0.3797 1.3331
*
```

Results of the natural (NBO) charge analysis, in e, for atoms 1 through 2: -0.96 0.48

=====

# 4
Density functional theory data (ωB97M-V with the def2-TZVPD basis set) for 6 unconnected molecules or ions with the total composition H12O6.

Calculated values
**E_HOMO**: -11.32 eV
**SMILES string**: O.O.O.O.O.O
**ΔE to the lowest compared entry with this formula, charge and spin**: 1.7914 eV
**LUMO**: -0.0039 hartree
**Kohn-Sham gap**: 11.21 eV

The geometry in ORCA input format:
```
! wB97M-V def2-TZVPD RIJCOSX def2/J DEFGRID3
* xyz 0 1
O -0.2553 0.0856 1.1550
H -0.9461 0.1020 1.8081
H 0.1501 -0.7303 1.1680
O 0.2650 -0.1433 -1.4602
H -0.1185 0.0983 -0.5815
H 1.1490 0.1304 -1.5422
O 0.3858 2.6659 0.7242
H -0.0146 3.1231 -0.0354
H 0.1700 1.7171 0.7606
O -0.3233 -2.9169 -0.8670
H -0.3232 -2.1465 -1.3647
H -0.7815 -3.4843 -1.4794
O 3.0703 -0.4744 -0.0703
H 2.4229 -1.0742 0.1541
H 3.0420 0.1626 0.6093
O -2.9545 1.0703 0.1358
H -2.6213 1.3742 0.9904
H -2.3169 0.4404 -0.1049
*
```

Results of the natural (NBO) charge analysis, in e, for atoms 1 through 2: -0.96 0.50

=====

# 5
Density functional theory data (ωB97M-V with the def2-TZVPD basis set) for 6 unconnected molecules or ions with the total composition H12O6.

Calculated values
**E_HOMO**: -10.66 eV
**SMILES string**: O.O.O.O.O.O
**ΔE to the lowest compared entry with this formula, charge and spin**: 1.0500 eV
**LUMO**: 0.0039 hartree
**Kohn-Sham gap**: 10.76 eV

The geometry in ORCA input format:
```
! wB97M-V def2-TZVPD RIJCOSX def2/J DEFGRID3
* xyz 0 1
O -1.3095 -2.7917 -1.7197
H -0.9980 -1.8784 -1.6386
H -0.5223 -3.3275 -1.5823
O 2.7325 0.4197 1.1439
H 2.9001 -0.4103 1.6067
H 3.5571 0.6188 0.6832
O 1.4954 2.7982 1.6325
H 1.7917 2.9891 2.5272
H 1.7500 1.8640 1.4773
O -0.9228 1.9210 -2.3999
H -0.6646 1.2734 -1.7208
H -1.5504 1.4536 -2.9596
O -0.2154 -0.2150 -0.5303
H 0.5476 -0.0889 0.0470
H -0.9634 -0.3583 0.0742
O -2.2520 -1.2912 1.3507
H -2.9823 -0.7835 0.9748
H -2.3935 -2.1930 1.0336
*
```

Results of the natural (NBO) charge analysis, in e, for atoms 1 through 2: -0.96 0.49

=====

# 6
Density functional theory data (ωB97M-V with the def2-TZVPD basis set) for 6 unconnected molecules or ions with the total composition H12O6.

Calculated values
**E_HOMO**: -11.22 eV
**SMILES string**: O.O.O.O.O.O
**ΔE to the lowest compared entry with this formula, charge and spin**: 1.9249 eV
**LUMO**: -0.0090 hartree
**Kohn-Sham gap**: 10.98 eV

The geometry in ORCA input format:
```
! wB97M-V def2-TZVPD RIJCOSX def2/J DEFGRID3
* xyz 0 1
O -0.2951 0.2165 -0.3013
H 0.4947 0.3889 0.2235
H -0.0892 -0.5975 -0.7746
O 4.2532 -1.7524 0.3685
H 3.6233 -1.7314 1.0978
H 4.4873 -0.8272 0.2341
O -2.7088 3.9906 0.3593
H -1.8731 4.3489 0.6789
H -2.5085 3.6893 -0.5340
O 2.8874 1.9439 -0.6895
H 2.5203 1.8270 0.1940
H 3.8409 1.9057 -0.5541
O -2.1835 -1.8226 2.0782
H -1.7733 -1.0613 1.6526
H -2.1434 -2.5152 1.4091
O -3.0833 -2.5473 -1.5235
H -3.3237 -2.8072 -2.4200
H -2.1252 -2.6486 -1.4990
*
```

Results of the natural (NBO) charge analysis, in e, for atoms 1 through 2: -0.93 0.46

=====

# 7
Density functional theory data (ωB97M-V with the def2-TZVPD basis set) for 6 unconnected molecules or ions with the total composition H12O6.

Calculated values
**E_HOMO**: -11.20 eV
**SMILES string**: O.O.O.O.O.O
**ΔE to the lowest compared entry with this formula, charge and spin**: 1.7877 eV
**LUMO**: 0.0173 hartree
**Kohn-Sham gap**: 11.67 eV

The geometry in ORCA input format:
```
! wB97M-V def2-TZVPD RIJCOSX def2/J DEFGRID3
* xyz 0 1
O 1.4457 -2.9103 3.5836
H 1.5234 -2.7083 2.6376
H 1.4462 -3.8758 3.4424
O 1.7183 0.7682 -7.6421
H 1.9092 1.6627 -7.9517
H 0.9136 0.9456 -7.1319
O -0.9460 1.7849 -5.9553
H -0.9089 1.8608 -4.9947
H -1.3285 0.9044 -6.0776
O -0.4777 -6.2926 1.3294
H -0.2759 -6.9777 0.6940
H -0.0441 -6.4023 2.1626
O 1.7472 -6.4389 4.1921
H 2.1246 -7.3156 4.1318
H 1.5873 -6.1340 5.0851
O -3.5515 13.2357 4.3888
H -3.2074 13.5978 3.5634
H -2.9918 13.6760 5.0400
*
```

Results of the natural (NBO) charge analysis, in e, for atoms 1 through 2: -0.93 0.46

=====

# 8
Density functional theory data (ωB97M-V with the def2-TZVPD basis set) for 6 unconnected molecules or ions with the total composition H12O6.

Calculated values
**E_HOMO**: -11.29 eV
**SMILES string**: O.O.O.O.O.O
**ΔE to the lowest compared entry with this formula, charge and spin**: 1.7641 eV
**LUMO**: 0.0130 hartree
**Kohn-Sham gap**: 11.64 eV

The geometry in ORCA input format:
```
! wB97M-V def2-TZVPD RIJCOSX def2/J DEFGRID3
* xyz 0 1
O -3.8325 2.7986 0.7974
H -2.9910 3.0288 0.4036
H -3.6404 2.0393 1.3476
O 0.7114 -4.0928 -2.2661
H 0.6379 -4.7539 -1.5777
H 1.6538 -3.9747 -2.3857
O -4.4085 -1.5988 2.7716
H -5.0504 -1.6680 3.4783
H -4.7559 -2.1576 2.0764
O 0.7034 0.9011 0.0782
H 1.5154 0.5120 -0.2465
H 0.1704 0.1534 0.3487
O 0.7452 5.3905 0.2712
H 0.8062 5.6110 1.2007
H 0.8675 4.4416 0.2412
O 5.3514 -2.4868 -2.2303
H 6.0777 -2.4854 -1.6068
H 5.4384 -1.6583 -2.7018
*
```

Results of the natural (NBO) charge analysis, in e, for atoms 1 through 2: -0.94 0.47

=====

# 9
Density functional theory data (ωB97M-V with the def2-TZVPD basis set) for a molecular structure, H12O6.

Calculated values
**E_HOMO**: -9.74 eV
**ΔE to the lowest compared entry with this formula, charge and spin**: 7.5106 eV
**LUMO**: -0.0024 hartree
**Kohn-Sham gap**: 9.68 eV

The geometry in ORCA input format:
```
! wB97M-V def2-TZVPD RIJCOSX def2/J DEFGRID3
* xyz 0 1
O 1.0310 1.6932 1.1111
H 1.1559 1.7969 0.1678
H 1.8991 1.8419 1.4859
O -0.3914 0.1330 0.0804
H 0.1709 0.4374 0.7927
H 0.1997 0.0326 -0.6658
O 2.4477 0.3449 -1.4512
H 1.9199 -0.2709 -1.9595
H 1.8538 1.0718 -1.2633
O 0.5929 -0.6526 -1.6004
H -0.3458 -0.7760 -1.7414
H 0.9351 -1.5376 -1.4745
O -1.4778 -0.7606 2.3389
H -1.6549 -0.4961 1.4362
H -2.3439 -0.8631 2.7333
O -2.2088 -0.8751 0.2556
H -2.4151 -0.6753 -0.6575
H -1.3683 -0.4444 0.4115
*
```

Results of the natural (NBO) charge analysis, in e, for atoms 1 through 2: -0.91 0.46

=====

# 10
Density functional theory data (ωB97M-V with the def2-TZVPD basis set) for 6 unconnected molecules or ions with the total composition H12O6.

Calculated values
**E_HOMO**: -11.11 eV
**SMILES string**: O.O.O.O.O.O
**ΔE to the lowest compared entry with this formula, charge and spin**: 1.6860 eV
**LUMO**: 0.0226 hartree
**Kohn-Sham gap**: 11.72 eV

The geometry in ORCA input format:
```
! wB97M-V def2-TZVPD RIJCOSX def2/J DEFGRID3
* xyz 0 1
O -0.0620 2.8700 0.0312
H 0.6212 3.2399 0.6738
H -0.2897 1.9003 0.5504
O -1.3747 -1.4786 1.9108
H -1.0572 -1.9617 1.1449
H -0.7195 -1.5343 2.7231
O 1.1154 1.5772 -1.8231
H 0.6202 1.8914 -2.5713
H 0.7578 2.0770 -1.0800
O 0.0127 -2.7680 -0.0701
H 0.2189 -2.1979 -0.8437
H -0.3362 -3.6870 -0.5674
O 1.1144 -1.3088 -2.0315
H 2.0730 -1.6453 -1.8173
H 1.1797 -0.2983 -1.9199
O -0.8515 1.1726 1.9995
H -1.8144 1.5027 1.9187
H -0.8876 0.1984 1.6535
*
```

Results of the natural (NBO) charge analysis, in e, for atoms 1 through 2: -1.00 0.48

=====

# 11
Density functional theory data (ωB97M-V with the def2-TZVPD basis set) for 6 unconnected molecules or ions with the total composition H12O6.

Calculated values
**E_HOMO**: -10.62 eV
**SMILES string**: O.O.O.O.O.O
**ΔE to the lowest compared entry with this formula, charge and spin**: 1.4495 eV
**LUMO**: -0.0076 hartree
**Kohn-Sham gap**: 10.41 eV

The geometry in ORCA input format:
```
! wB97M-V def2-TZVPD RIJCOSX def2/J DEFGRID3
* xyz 0 1
O -2.1213 0.8945 2.0561
H -2.5549 0.0457 1.9679
H -1.1866 0.6884 2.0489
O 0.2130 0.7743 -0.3918
H -0.3810 0.3346 -1.0002
H 0.3969 0.1182 0.2804
O 0.9787 -1.7414 -2.1247
H 1.1909 -2.6157 -1.7979
H 1.7272 -1.2018 -1.8699
O 0.3396 -0.5533 2.4326
H 0.7726 -0.2909 3.2449
H 0.7713 -1.3705 2.1836
O -1.2371 -0.9009 -3.3175
H -0.3937 -0.9824 -2.8722
H -1.1122 -1.3517 -4.1526
O 0.6642 2.7849 1.4320
H 1.3112 3.3537 1.0145
H 0.6211 2.0144 0.8658
*
```

Results of the natural (NBO) charge analysis, in e, for atoms 1 through 2: -0.94 0.46

=====

# 12
Density functional theory data (ωB97M-V with the def2-TZVPD basis set) for 6 unconnected molecules or ions with the total composition H12O6.

Calculated values
**E_HOMO**: -10.37 eV
**SMILES string**: O.O.O.O.O.O
**ΔE to the lowest compared entry with this formula, charge and spin**: 1.7827 eV
**LUMO**: 0.0058 hartree
**Kohn-Sham gap**: 10.53 eV

The geometry in ORCA input format:
```
! wB97M-V def2-TZVPD RIJCOSX def2/J DEFGRID3
* xyz 0 1
O -1.4341 -0.0668 1.8208
H -1.9390 0.5108 1.2309
H -1.0921 -0.7273 1.1956
O 4.6128 1.3760 2.2234
H 3.6552 1.2734 2.1251
H 4.8598 0.4792 2.4398
O 0.3932 0.7027 0.1599
H 1.1499 0.5040 -0.4168
H -0.1881 1.3911 -0.1795
O 1.8985 1.1771 2.4606
H 1.4605 1.8911 2.9293
H 1.1195 0.8919 1.9490
O -1.4425 -1.7533 -1.0719
H -2.3486 -1.6072 -1.4071
H -1.1856 -2.1504 -1.9206
O -3.7998 -1.4584 -5.1364
H -3.1148 -0.8898 -5.4791
H -4.5087 -1.5674 -5.7953
*
```

Results of the natural (NBO) charge analysis, in e, for atoms 1 through 2: -0.94 0.45

=====

What is the Kohn-Sham gap in the fifth record?
10.76 eV